# 1
C43H42N8O3S | ωB97M-V with the def2-TZVPD basis set

```
97
Properties=species:S:1:pos:R:3:forces:R:3:lowdin_charge:R:1
O -2.7008 4.1097 0.6774 1.1 -0.6 -1.1 0.1519
C -1.7682 3.5358 0.1868 -0.3 0.2 -0.2 -0.5073
O -0.5440 4.0419 -0.1150 -0.5 0.4 1.0 0.0704
C 0.3515 3.0557 0.4077 -0.1 0.1 0.4 -0.1033
C -0.5146 1.7240 0.4436 1.7 0.9 -0.9 -0.6736
S -0.7139 1.2493 2.1817 -0.1 -0.1 0.3 0.8924
C 0.1503 0.6957 -0.4262 -0.4 0.3 1.0 -0.2127
C 1.4566 0.3306 -0.1973 0.0 0.0 0.1 -0.0279
C 1.9843 -0.5843 -1.0643 0.9 0.2 0.7 -0.0502
C 1.2105 -1.0689 -2.0732 0.0 -1.4 -1.5 -0.1641
N -0.0616 -0.7801 -2.3080 0.4 0.5 0.7 0.1045
C -0.5428 0.1143 -1.4445 -1.4 -0.2 -0.9 -0.0683
O -1.7082 2.2057 -0.1468 -1.2 -0.2 1.0 0.0346
H 1.2404 3.0581 -0.2023 0.1 -0.4 -0.3 0.1321
H 0.6174 3.3119 1.4303 0.1 0.3 0.0 0.1045
H -0.3574 -0.0458 2.1386 -0.2 0.0 -0.3 -0.0992
H 2.0341 0.7344 0.6148 0.1 0.1 0.2 0.1258
H 2.9990 -0.9211 -0.9641 0.3 -0.1 0.0 0.1096
H 1.6733 -1.7711 -2.7518 0.0 -0.2 -0.2 0.0828
H -1.5736 0.4003 -1.5731 -0.2 0.0 -0.1 0.1289
N -1.7329 -1.9301 3.7858 0.0 0.0 0.0 0.0517
C -1.7519 -0.9638 4.7007 0.1 0.0 -0.1 -0.1860
C -2.6212 -0.9348 5.7777 0.0 0.0 0.0 -0.0682
C -3.5304 -1.9723 5.9106 0.0 0.0 0.0 -0.0739
C -3.5297 -2.9865 4.9680 0.0 0.1 0.0 -0.0793
C -2.6133 -2.9186 3.9299 0.1 0.0 -0.1 -0.1600
H -1.0226 -0.1734 4.5563 0.0 0.1 0.1 0.0626
H -2.5873 -0.1223 6.4904 0.0 0.0 0.0 0.1015
H -4.2287 -1.9900 6.7374 0.0 0.0 0.0 0.1054
H -4.2192 -3.8141 5.0357 0.0 0.0 0.0 0.0930
H -2.5755 -3.6938 3.1727 0.0 0.0 0.0 0.1042
N 2.0830 0.3403 -6.1189 0.1 -0.1 0.0 0.0598
C 2.7509 -0.0756 -7.1932 0.0 0.1 0.0 -0.1661
C 2.8271 -1.4049 -7.5857 0.0 0.0 0.0 -0.0823
C 2.1728 -2.3538 -6.8172 -0.1 -0.1 -0.1 -0.0967
C 1.4703 -1.9416 -5.6985 -0.1 0.0 -0.1 -0.0963
C 1.4563 -0.5907 -5.3957 0.0 0.2 -0.1 -0.1604
H 3.2515 0.7005 -7.7623 0.0 0.0 0.0 0.0998
H 3.3866 -1.6860 -8.4676 0.0 0.0 0.0 0.0989
H 2.2115 -3.4021 -7.0852 0.0 0.0 0.0 0.1082
H 0.9492 -2.6516 -5.0730 0.0 0.0 0.0 0.1032
H 0.9191 -0.2242 -4.5337 -0.1 0.0 0.0 0.0779
N 3.6484 -3.2786 -3.8286 0.2 0.0 0.1 0.0639
C 4.1813 -4.2144 -3.0429 -0.1 0.0 0.0 -0.1547
C 5.5385 -4.3237 -2.7860 0.0 0.0 0.0 -0.0775
C 6.3943 -3.4105 -3.3810 0.0 0.0 0.0 -0.0757
C 5.8605 -2.4330 -4.2031 0.1 -0.2 0.0 -0.0667
C 4.4881 -2.4085 -4.3933 -0.2 0.0 0.1 -0.1337
H 3.4758 -4.9088 -2.5989 0.0 0.0 0.0 0.1022
H 5.9130 -5.1029 -2.1361 0.0 0.0 0.0 0.0990
H 7.4616 -3.4601 -3.2048 0.0 0.0 0.0 0.1046
H 6.4889 -1.7014 -4.6848 0.0 0.1 0.0 0.0764
H 4.0292 -1.6574 -5.0240 0.1 0.1 0.0 0.0852
N -5.5610 1.1727 0.5638 -0.1 0.1 0.0 0.0598
C -6.7683 0.6217 0.6680 0.1 -0.1 0.0 -0.1625
C -7.8823 1.2905 1.1525 0.0 0.0 0.0 -0.0816
C -7.7335 2.6074 1.5547 -0.1 0.1 0.0 -0.0871
C -6.4847 3.1976 1.4554 0.0 -0.1 0.0 -0.0666
C -5.4338 2.4418 0.9543 0.2 0.0 0.0 -0.1362
H -6.8399 -0.4113 0.3443 -0.1 0.0 0.0 0.0998
H -8.8398 0.7913 1.2119 0.0 0.0 0.0 0.0973
H -8.5783 3.1650 1.9393 0.0 0.0 0.0 0.1027
H -6.3251 4.2239 1.7584 0.0 0.0 0.0 0.0968
H -4.4410 2.8698 0.8586 -0.2 -0.1 0.0 0.0752
N -3.7940 9.6292 2.6214 0.0 -0.1 0.0 0.0462
C -3.0776 9.3184 1.5429 0.0 0.1 0.0 -0.1619
C -2.8855 8.0209 1.0926 0.0 0.0 0.0 -0.0683
C -3.4673 6.9832 1.8028 0.0 -0.2 0.0 -0.0719
C -4.2151 7.2896 2.9292 0.0 0.1 0.0 -0.0734
C -4.3476 8.6214 3.2922 0.0 0.1 0.1 -0.1641
H -2.6373 10.1589 1.0172 0.0 0.0 0.0 0.0998
H -2.2943 7.8287 0.2074 0.0 0.0 0.0 0.1012
H -3.3380 5.9561 1.4822 0.0 0.2 0.1 0.0720
H -4.6866 6.5120 3.5154 0.0 0.0 0.0 0.0972
H -4.9266 8.9040 4.1650 0.0 -0.1 0.0 0.0995
N -2.4740 -6.0667 5.6448 0.0 -0.1 0.0 0.0575
C -3.1225 -7.2292 5.6039 0.0 0.1 0.0 -0.1531
C -2.5286 -8.4301 5.2474 0.0 0.0 0.0 -0.0744
C -1.1853 -8.4231 4.9103 0.0 -0.1 0.0 -0.0819
C -0.4949 -7.2231 4.9451 0.0 0.0 0.0 -0.0712
C -1.1834 -6.0792 5.3192 0.0 0.2 0.0 -0.1538
H -4.1729 -7.1887 5.8718 0.0 -0.1 0.0 0.1028
H -3.1049 -9.3449 5.2340 0.0 0.0 0.0 0.1006
H -0.6842 -9.3391 4.6247 0.0 0.0 0.0 0.1049
H 0.5542 -7.1727 4.6887 0.0 0.0 0.0 0.1012
H -0.6818 -5.1179 5.3625 0.0 0.0 0.0 0.1041
N 6.3535 0.7671 -3.8788 0.1 0.1 0.0 0.0582
C 5.8182 1.5260 -2.9256 -0.2 -0.1 -0.1 -0.1462
C 6.5577 2.3533 -2.0937 0.0 0.0 0.0 -0.0718
C 7.9318 2.3936 -2.2596 0.0 0.0 0.0 -0.0810
C 8.5073 1.6105 -3.2462 0.0 0.0 0.0 -0.0717
C 7.6761 0.8202 -4.0245 -0.1 -0.1 -0.1 -0.1596
H 4.7390 1.4629 -2.8307 0.0 0.0 0.0 0.1029
H 6.0674 2.9502 -1.3371 0.0 0.0 0.0 0.1002
H 8.5449 3.0261 -1.6305 0.0 0.0 0.0 0.1053
H 9.5761 1.6114 -3.4101 0.0 0.0 0.0 0.1012
H 8.0864 0.1933 -4.8103 0.1 0.0 0.0 0.1009
```
Forces are in eV/Å.

* net charge: 0
* lowest unoccupied orbital energy: 0.36 eV
* orbital gap: 9.6882 eV
* HOMO energy: -9.3 eV
* strongest force on any atom: 2.12 eV Å⁻¹
* multiplicity: 1
* ΔE to the lowest compared entry with this formula, charge and spin: 0.0 kcal per mole

---

# 2
C22H45MnN4O2P2 | ωB97M-V with the def2-TZVPD basis set

```
76
Properties=species:S:1:pos:R:3:forces:R:3:lowdin_spin:R:1
Mn -0.0364 -0.0007 -0.5127 4.2 0.1 1.4 3.7507
P -0.1329 -2.2913 -1.0076 0.6 -1.5 -0.6 -0.0004
P -0.1368 2.3629 -0.7181 0.5 1.5 -0.4 0.0040
N 1.4544 0.0826 -1.6983 0.1 0.0 0.2 -0.0031
C 1.4587 -2.3820 -1.9344 0.2 0.3 -0.4 0.0127
H 2.0332 -3.2690 -1.6483 -0.2 0.1 0.0 0.0003
H 1.2297 -2.4688 -3.0043 -0.2 -0.1 0.3 0.0009
C 2.2894 -1.1178 -1.7528 0.8 0.5 0.6 0.0119
H 2.9095 -1.1448 -0.8337 -0.3 -0.3 -0.3 0.0003
H 3.0048 -1.0029 -2.5868 -0.2 -0.2 0.1 -0.0037
C 2.2833 1.2865 -1.6082 0.7 -0.7 0.6 0.0111
H 2.9947 1.2789 -2.4534 -0.2 0.1 0.1 -0.0039
H 2.9046 1.1974 -0.6943 -0.2 0.3 -0.3 0.0003
C 1.4540 2.5644 -1.6262 0.2 -0.3 -0.4 0.0118
H 1.2284 2.7938 -2.6755 -0.2 0.0 0.3 0.0008
H 2.0366 3.4001 -1.2261 -0.2 -0.1 0.0 0.0003
C 0.0284 3.2958 0.8574 0.1 -0.4 0.1 0.0034
C -1.2057 3.1174 1.7554 0.0 0.0 0.4 0.0008
H -0.8984 3.2931 2.7971 -0.2 -0.1 -0.3 0.0001
H -1.6414 2.1084 1.7101 0.2 0.3 -0.1 0.0009
H -1.9962 3.8427 1.5139 0.3 -0.3 0.1 0.0001
C -1.3513 3.2209 -1.8120 -0.1 -0.4 -0.1 -0.0032
C -2.7358 3.3777 -1.1760 -0.3 0.0 -0.2 0.0002
H -3.4238 3.7305 -1.9566 0.1 -0.1 0.2 0.0001
H -2.7470 4.1210 -0.3661 0.1 -0.3 -0.3 0.0000
H -3.1348 2.4275 -0.8011 0.1 0.3 0.0 0.0001
C -1.3485 -2.9997 -2.1999 -0.1 0.3 0.0 -0.0040
C -2.7319 -3.2349 -1.5850 -0.3 0.0 -0.2 0.0001
H -3.4212 -3.4883 -2.4021 0.1 0.0 0.2 0.0001
H -3.1304 -2.3395 -1.0923 0.1 -0.3 0.0 0.0000
H -2.7396 -4.0747 -0.8756 0.0 0.3 -0.3 0.0000
C 0.0341 -3.3953 0.4459 0.0 0.3 0.2 0.0032
C -1.1960 -3.3170 1.3631 -0.1 -0.1 0.4 0.0010
H -0.8945 -3.6703 2.3604 -0.2 0.1 -0.2 0.0003
H -2.0098 -3.9672 1.0111 0.3 0.2 0.1 0.0001
H -1.5933 -2.2980 1.4905 0.3 -0.4 -0.2 0.0004
C -1.8623 0.0092 -0.4160 -9.2 -0.1 1.1 0.0544
C -0.8675 4.5587 -2.3853 0.0 0.1 -0.1 -0.0016
H -0.7981 5.3440 -1.6218 0.0 -0.3 -0.3 0.0000
H 0.0955 4.4835 -2.9006 -0.2 0.1 0.2 0.0000
H -1.6045 4.8856 -3.1296 0.1 0.0 0.1 -0.0003
C -0.8653 -4.2582 -2.9323 0.0 -0.1 -0.1 -0.0020
H -1.6025 -4.4916 -3.7105 0.1 0.0 0.1 -0.0004
H 0.0981 -4.1217 -3.4341 -0.2 -0.1 0.1 0.0000
H -0.7973 -5.1301 -2.2692 0.0 0.3 -0.2 0.0000
C 0.3803 -4.8432 0.0979 0.2 -0.3 0.2 -0.0002
H 0.7354 -5.3345 1.0124 -0.1 0.1 -0.1 0.0000
H -0.4899 -5.4134 -0.2529 0.2 0.2 0.1 0.0001
H 1.1870 -4.9343 -0.6378 -0.2 0.0 0.1 0.0001
C 0.3828 4.7740 0.6895 0.1 0.3 0.2 0.0000
H -0.4845 5.3875 0.4123 0.2 -0.3 0.1 0.0001
H 0.7389 5.1475 1.6581 -0.1 0.0 -0.2 0.0001
H 1.1903 4.9504 -0.0292 -0.2 0.0 0.1 0.0000
H 0.8887 2.7871 1.3316 -0.3 0.1 -0.1 0.0007
H 0.8960 -2.9481 0.9758 -0.3 -0.1 -0.1 0.0007
H -1.4325 2.4917 -2.6397 -0.1 0.3 0.1 -0.0001
H -1.4301 -2.1746 -2.9314 0.0 -0.3 0.1 -0.0001
O -3.0357 0.0169 -0.3642 5.2 0.0 -0.5 0.0588
H -0.1767 0.0663 -3.1439 -1.2 0.1 0.4 0.0204
H -0.8930 0.0740 -2.8346 0.5 0.0 -1.0 0.0139
C 3.7915 -0.0470 3.7221 0.1 0.0 -0.1 0.0123
N 2.3650 -0.0865 3.4279 1.5 0.0 -1.4 0.1345
C 1.5086 -0.1196 4.4838 -0.5 0.0 1.3 0.2845
C 0.1772 -0.1871 4.2202 -0.6 -0.1 0.0 0.0198
C -0.2643 -0.2153 2.8957 -0.9 0.0 2.5 0.2693
N 0.5696 -0.1325 1.8493 2.0 0.2 -2.6 0.1954
C 1.9352 -0.1266 2.0941 -0.6 0.0 0.3 0.0300
O 2.7573 -0.1511 1.1760 -0.1 0.1 0.0 0.0079
N -1.6382 -0.3428 2.5916 -1.2 0.1 -0.1 0.0546
H 4.0632 0.8324 4.3178 -0.2 0.0 -0.2 0.0042
H 4.3134 -0.0257 2.7731 0.2 0.0 0.0 -0.0003
H 4.1140 -0.9188 4.3039 -0.2 0.0 -0.2 0.0044
H 1.9454 -0.1004 5.4810 -0.2 0.0 -0.4 0.0246
H -0.5060 -0.2242 5.0665 -0.1 0.0 -0.4 -0.0062
H -2.1485 0.5189 2.7968 0.1 -0.1 -0.1 0.0148
H -2.0747 -1.0398 3.1985 0.1 0.1 -0.2 0.0080
```
Forces are in eV/Å.

* net charge: +1
* expectation value of S²: 8.874
* lowest unoccupied orbital energy (spin up / spin down): -3.76 / -4.57 eV
* orbital gap (spin up / spin down): 3.3920 / 5.8319 eV
* HOMO energy (spin up / spin down): -7.2 / -10.4 eV
* strongest force on any atom: 9.24 eV Å⁻¹
* multiplicity: 6
* ΔE to the lowest compared entry with this formula, charge and spin: 40.9 kcal per mole

---

# 3
C39H36F4N4O6ReS | ωB97M-V with the def2-TZVPD basis set

```
91
Properties=species:S:1:pos:R:3:forces:R:3:lowdin_charge:R:1
Re 1.1418 -1.3352 1.0049 -0.1 -0.3 -0.1 1.5704
C -4.6466 3.8126 0.3365 0.0 0.0 0.0 -0.0467
C -3.1994 4.2726 0.3178 0.0 0.0 0.0 -0.1595
N -2.2614 3.1551 0.0617 0.0 0.0 0.0 -0.0002
C -1.6921 2.5540 1.0970 0.0 0.0 0.0 0.0653
C -0.8413 1.4681 1.0054 0.1 0.0 0.0 -0.0288
C -0.3704 0.9240 2.3069 -0.1 -0.1 -0.1 -0.4754
O -0.6619 1.4354 3.3476 0.0 0.0 0.1 0.1502
O 0.3662 -0.2321 2.3455 0.0 0.1 0.1 -0.2190
C -0.5142 0.9644 -0.2700 0.0 -0.1 0.0 -0.2750
O 0.2751 -0.0031 -0.4731 0.0 0.1 -0.1 -0.1213
C -1.1574 1.5994 -1.4090 0.0 0.0 0.0 -0.0405
C -0.9184 1.1111 -2.6998 0.0 0.0 0.0 0.1047
C -1.5416 1.6933 -3.7642 0.0 0.0 0.0 -0.1787
F -1.2727 1.2487 -4.9998 0.0 0.0 0.0 0.1000
C -2.4477 2.7590 -3.6145 0.0 0.0 0.0 -0.1398
C -2.6737 3.2424 -2.3409 0.0 0.0 0.0 0.0814
C -2.0310 2.6810 -1.2296 0.0 0.0 0.0 -0.0963
N -3.1345 3.3514 -4.7070 0.0 0.0 0.0 -0.0928
C -3.5790 2.4916 -5.7970 0.0 0.0 0.0 -0.1419
C -4.7009 3.1833 -6.5478 0.0 0.0 0.0 -0.0739
N -4.1907 4.4980 -7.0803 0.0 0.0 0.0 0.0682
C -3.6431 5.3675 -5.9791 0.0 0.0 0.0 -0.0775
C -2.5813 4.6034 -5.2091 0.0 0.0 0.0 -0.1294
H -5.2973 4.6661 0.5215 0.0 0.0 0.0 0.0940
H -4.8097 3.0875 1.1337 0.0 0.0 0.0 0.0892
H -4.9435 3.3540 -0.6064 0.0 0.0 0.0 0.0750
H -2.9156 4.6978 1.2781 0.0 0.0 0.0 0.1315
H -3.0151 5.0429 -0.4285 0.0 0.0 0.0 0.1224
H -1.9235 2.9498 2.0780 0.0 0.0 0.0 0.1623
H -0.2388 0.2835 -2.8527 0.0 0.0 0.0 0.1433
H -3.3917 4.0407 -2.2270 0.0 0.0 0.0 0.1232
H -3.9634 1.5539 -5.3990 0.0 0.0 0.0 0.1511
H -2.7709 2.2434 -6.4975 0.0 0.0 0.0 0.1329
H -5.5399 3.4152 -5.8944 0.0 0.0 0.0 0.1449
H -5.0443 2.5916 -7.3940 0.0 0.0 0.0 0.1461
H -4.9374 4.9907 -7.5749 0.0 0.0 0.0 0.1911
H -3.4561 4.3192 -7.7707 0.0 0.0 0.0 0.1886
H -4.4865 5.6217 -5.3397 0.0 0.0 0.0 0.1440
H -3.2414 6.2710 -6.4334 0.0 0.0 0.0 0.1452
H -2.2543 5.2272 -4.3789 0.0 0.0 0.0 0.1413
H -1.7047 4.4292 -5.8526 0.0 0.0 0.0 0.1450
C -1.0994 -5.0205 2.4327 0.0 0.0 0.0 -0.1689
S -0.5408 -3.4114 2.9341 0.0 0.0 0.0 1.1755
O 1.0669 -3.6609 2.8353 0.0 0.0 0.0 -0.3166
C -0.8166 -3.3293 4.6502 0.0 0.0 0.0 -0.3956
C -0.6342 -4.4213 5.5001 0.0 0.0 0.0 -0.0443
C -0.8592 -4.2426 6.8500 0.0 0.0 0.0 -0.0291
C -1.2545 -2.9965 7.3339 0.0 0.0 0.0 -0.0171
C -1.4179 -1.9159 6.4800 0.0 0.0 0.0 -0.0316
C -1.1933 -2.0735 5.1216 0.0 0.0 0.0 -0.0564
H -0.5880 -5.7902 3.0050 0.0 0.0 0.0 0.0735
H -0.8870 -5.1113 1.3691 0.0 0.0 0.0 0.0716
H -2.1738 -5.0480 2.6134 0.0 0.0 0.0 0.0933
H -0.3118 -5.3830 5.1252 0.0 0.0 0.0 0.1172
H -0.7265 -5.0710 7.5316 0.0 0.0 0.0 0.1261
H -1.4313 -2.8713 8.3937 0.0 0.0 0.0 0.1265
H -1.7150 -0.9523 6.8690 0.0 0.0 0.0 0.1245
H -1.2967 -1.2370 4.4410 0.0 0.0 0.0 0.1030
F -2.1077 -1.4016 0.6117 0.0 0.0 0.0 0.1320
C -2.1083 -2.1760 -0.4961 0.0 0.0 0.0 -0.5502
F -2.8155 -1.5575 -1.4269 0.0 0.0 0.0 0.1955
F -2.7029 -3.3284 -0.1744 0.0 0.0 0.0 0.1802
C -0.6624 -2.4514 -0.9799 0.0 0.0 0.0 -0.4645
O -0.3843 -2.5266 -2.1280 0.0 0.0 0.0 0.2101
O 0.1669 -2.6980 0.0564 0.0 0.1 0.1 -0.2051
N 2.9502 -1.0046 0.3274 0.1 0.0 0.1 0.0614
C 4.0518 -0.8902 -0.0145 0.0 0.1 -0.1 -0.0017
C 5.3855 -0.7537 -0.4316 0.0 -0.1 0.0 -0.1990
C 5.7300 0.2115 -1.3906 0.0 0.0 0.0 0.0012
C 7.0471 0.3151 -1.7822 0.0 0.0 0.0 -0.0346
C 8.0035 -0.5353 -1.2318 0.0 0.0 0.0 -0.0100
C 7.6588 -1.4953 -0.2851 0.0 0.0 0.0 -0.0280
C 6.3477 -1.6112 0.1267 0.0 0.0 0.0 0.0090
H 4.9702 0.8581 -1.8075 0.0 0.0 0.0 0.1267
H 7.3375 1.0523 -2.5170 0.0 0.0 0.0 0.1227
H 9.0345 -0.4482 -1.5482 0.0 0.0 0.0 0.1270
H 8.4160 -2.1476 0.1264 0.0 0.0 0.0 0.1242
H 6.0521 -2.3460 0.8642 0.0 0.0 0.0 0.1126
C 1.8418 -2.6462 2.2459 0.0 0.2 0.0 -0.2988
C 3.2170 -2.8574 2.7217 0.0 0.0 0.0 -0.2374
C 3.9562 -1.7458 3.1357 0.0 0.0 0.0 -0.0560
C 5.2357 -1.9110 3.6412 0.0 0.0 0.0 -0.0621
C 5.7963 -3.1801 3.7038 0.0 0.0 0.0 -0.0548
C 5.0727 -4.2886 3.2775 0.0 0.0 0.0 -0.0473
C 3.7796 -4.1348 2.8082 0.0 0.0 0.0 -0.0126
H 3.5074 -0.7598 3.1060 0.0 0.0 0.0 0.1134
H 5.7921 -1.0526 3.9930 0.0 0.0 0.0 0.1187
H 6.7960 -3.3094 4.0969 0.0 0.0 0.0 0.1195
H 5.5134 -5.2749 3.3283 0.0 0.0 0.0 0.1191
H 3.2110 -5.0002 2.4934 0.0 0.0 0.0 0.1224
```
Forces are in eV/Å.

* net charge: +3
* lowest unoccupied orbital energy: -7.97 eV
* orbital gap: 7.0547 eV
* HOMO energy: -15.0 eV
* strongest force on any atom: 0.33 eV Å⁻¹
* multiplicity: 1
* ΔE to the lowest compared entry with this formula, charge and spin: 9.8 kcal per mole

---

# 4
C7H12 | ωB97M-V with the def2-TZVPD basis set

```
19
Properties=species:S:1:pos:R:3:forces:R:3:lowdin_charge:R:1
C 2.1674 0.9526 -0.9511 0.0 0.0 0.0 -0.0850
C 1.1962 0.5441 0.1434 0.1 0.1 0.0 -0.3457
C -0.2693 1.0345 -0.0162 -0.1 0.1 0.0 -0.0809
C -0.7398 -0.3993 0.2393 0.0 0.0 0.0 -0.4351
C -1.8036 -0.7718 1.2241 0.0 0.0 0.2 -0.0907
C -1.9647 -1.1129 -0.2342 -0.1 0.0 -0.2 -0.0908
C 0.6925 -0.9237 0.1458 0.0 -0.1 0.0 -0.0826
H 2.3451 2.0346 -0.9345 0.0 -0.1 0.0 0.0755
H 1.7631 0.6965 -1.9388 0.1 0.0 0.1 0.0777
H 3.1358 0.4500 -0.8444 -0.1 0.1 0.0 0.0749
H 1.5986 0.8179 1.1253 -0.1 0.0 -0.1 0.1338
H -0.6030 1.7811 0.7131 0.0 -0.1 -0.1 0.1096
H -0.4839 1.4066 -1.0253 0.0 -0.1 0.1 0.1132
H -2.4032 0.0491 1.6134 0.1 -0.2 -0.1 0.1004
H -1.6356 -1.5799 1.9317 0.0 0.1 -0.1 0.0993
H -2.7086 -0.5921 -0.8317 0.1 0.0 0.1 0.0999
H -1.8249 -2.1583 -0.5033 -0.1 0.2 0.0 0.1014
H 0.8789 -1.4226 -0.8144 0.0 0.1 0.1 0.1145
H 1.0465 -1.5743 0.9527 -0.1 0.1 -0.1 0.1107
```
Forces are in eV/Å.

* net charge: 0
* lowest unoccupied orbital energy: 1.17 eV
* orbital gap: 10.9236 eV
* HOMO energy: -9.8 eV
* strongest force on any atom: 0.22 eV Å⁻¹
* multiplicity: 1
* ΔE to the lowest compared entry with this formula, charge and spin: 29.1 kcal per mole

---

- The highest multiplicity belongs to which entry?
  C22H45MnN4O2P2

---

- Look up the multiplicity of the third one.
  1

---

- What is the net charge in the second record?
  +1

---

- Among the records above, which one has the highest strongest force on any atom?
  C22H45MnN4O2P2